C6H16BrIP | ωB97M-V with the def2-TZVPD basis set

Each line ends with the Löwdin charge.
Positions of all 25 atoms, in Å:
1 C 1.379 1.060 1.968  -0.20
2 C 0.633 2.241 1.379  -0.79
3 Br 1.787 3.051 -0.023  0.55
4 C -0.748 1.937 0.827  -0.47
5 P -1.000 0.371 -0.280  0.33
6 C -1.330 -1.229 -1.314  -0.50
7 C -0.145 -2.077 -1.732  -0.83
8 C 0.856 -2.398 -0.632  -0.22
9 I 0.921 -1.136 -3.381  0.67
10 H 0.741 0.574 2.712  0.07
11 H 2.308 1.378 2.445  0.06
12 H 1.606 0.323 1.200  0.04
13 H 0.596 3.050 2.108  0.06
14 H -1.415 1.812 1.693  0.06
15 H -1.100 2.806 0.263  0.04
16 H -1.359 1.222 -1.436  -0.04
17 H -2.429 0.325 0.146  -0.03
18 H -0.645 -0.487 0.890  -0.03
19 H 0.413 0.405 -0.695  -0.06
20 H -1.979 -1.867 -0.698  0.06
21 H -1.902 -0.930 -2.199  0.04
22 H -0.467 -3.003 -2.207  0.04
23 H 0.299 -2.668 0.270  0.07
24 H 1.471 -1.536 -0.381  0.03
25 H 1.508 -3.223 -0.922  0.06

Forces on the atoms, in the same order (eV/Å):
-0.02 -0.07 0.05
-0.01 -0.05 0.05
0.06 0.06 -0.08
-0.03 0.08 -0.02
0.02 0.04 -0.01
-0.01 0.07 -0.06
0.01 -0.08 0.09
-0.10 0.00 0.07
0.07 0.04 -0.13
0.02 0.03 0.00
0.00 0.02 -0.03
-0.03 0.02 0.02
-0.01 0.02 -0.01
0.04 -0.09 -0.02
-0.07 -0.01 0.06
0.05 -0.04 0.00
0.05 0.06 -0.04
-0.03 -0.02 0.02
-0.01 -0.05 0.03
0.08 0.04 0.09
-0.05 -0.07 0.02
-0.02 0.03 -0.05
0.04 -0.08 -0.03
-0.06 0.03 0.00
0.01 0.03 -0.01

Spin multiplicity: 1
Orbital gap (eV): 6.5032
Charge: -1
HOMO (eV): -3.57
Max |F| (hartree/bohr): 0.0031
Calculated total energy (Eh): -3451.1903